1.
C2H4N2O2 | ωB97M-V with the def2-TZVPD basis set

Values from the calculation:
Spin multiplicity: 1
Energy (hartree): -338.47273
Energy relative to the best compared isomer or geometry (same formula, charge and spin) (kJ/mol): 473.82
Lowest unoccupied orbital energy (eV): 0.759
Kohn-Sham gap (eV): 10.55
SMILES: O=CNN1CO1
Charge: 0

Geometry as XYZ:
```
10
Properties=species:S:1:pos:R:3:forces:R:3:nbo_charge:R:1
O 0.177725 -2.992112 0.219811 0.0162 -0.4845 0.3588 -0.561
C 0.167156 -2.133574 -0.610804 -0.0637 0.1696 -0.5139 0.525
N 0.377274 -0.806044 -0.394538 0.0849 0.8854 -0.4626 -0.497
N 0.703452 -0.345924 0.868725 -1.6387 1.1995 1.6145 0.032
C 0.157363 1.050618 1.191936 0.4592 -2.3919 -0.4582 0.026
O 1.477484 0.833562 0.812081 1.1506 0.7990 -0.6827 -0.368
H -0.046370 -2.308879 -1.683771 0.0439 -0.0312 0.0930 0.108
H 0.353176 -0.139851 -1.159356 -0.0058 -0.1571 0.0664 0.381
H -0.496927 1.502197 0.457809 -0.0181 0.0127 -0.1045 0.167
H -0.019159 1.256298 2.237418 -0.0285 -0.0013 0.0891 0.187
```
Positions in Å, forces in eV/Å.

***

2.
C2H4N2O2 | ωB97M-V with the def2-TZVPD basis set

Values from the calculation:
Spin multiplicity: 1
Energy (hartree): -338.63646
Energy relative to the best compared isomer or geometry (same formula, charge and spin) (kJ/mol): 43.93
Lowest unoccupied orbital energy (eV): 0.738
Kohn-Sham gap (eV): 11.07
SMILES: NC(=O)NC=O
Charge: 0

Geometry as XYZ:
```
10
Properties=species:S:1:pos:R:3:forces:R:3:nbo_charge:R:1
N 0.300944 1.219417 -0.956421 -0.0291 0.0835 -0.0098 -0.805
C -0.673842 0.532689 -0.321994 -0.0450 0.1467 -0.1171 0.789
O -1.754606 0.972529 -0.010931 0.2278 -0.1953 -0.1821 -0.587
N -0.313603 -0.849685 -0.099408 -0.1246 -0.0292 0.1846 -0.700
C 0.466281 -1.168038 0.992832 0.0823 0.1887 0.1367 0.535
O 1.102503 -0.364803 1.632202 -0.0470 -0.3008 -0.2467 -0.576
H 0.179156 2.208085 -1.105906 -0.0142 -0.1196 0.1194 0.409
H 1.195323 0.801869 -1.147403 -0.1094 -0.0061 0.0962 0.407
H -1.063521 -1.500194 -0.296790 0.0391 0.0954 0.0413 0.410
H 0.453853 -2.250500 1.217137 0.0201 0.1366 -0.0225 0.118
```
Positions in Å, forces in eV/Å.

***

3.
C2H4N2O2 | ωB97M-V with the def2-TZVPD basis set

Values from the calculation:
Spin multiplicity: 1
Energy (hartree): -338.63629
Energy relative to the best compared isomer or geometry (same formula, charge and spin) (kJ/mol): 44.38
Lowest unoccupied orbital energy (eV): 0.911
Kohn-Sham gap (eV): 11.09
SMILES: NC(=O)/N=C\O
Charge: 0

Geometry as XYZ:
```
10
Properties=species:S:1:pos:R:3:forces:R:3:nbo_charge:R:1
N 1.882866 0.221258 0.100207 0.0033 -0.1872 0.0284 -0.803
C 0.631959 -0.292675 0.033207 -0.0151 0.0454 -0.0709 0.759
O 0.390569 -1.412702 -0.429957 -0.0888 0.5480 0.1418 -0.677
N -0.316626 0.619009 0.542030 -0.2406 -0.1143 -0.2328 -0.619
C -1.546999 0.460617 0.214546 0.1162 0.0928 0.0121 0.490
O -2.089491 -0.471493 -0.550975 0.1862 0.1154 0.0898 -0.652
H 2.661363 -0.355629 -0.173486 -0.1132 0.1020 -0.0087 0.405
H 2.034483 1.139562 0.488236 -0.1005 -0.2691 -0.0276 0.411
H -2.283592 1.183382 0.568323 0.1134 -0.1473 0.0054 0.166
H -1.364532 -1.091328 -0.792127 0.1391 -0.1857 0.0623 0.520
```
Positions in Å, forces in eV/Å.